[1]
44
Properties=species:S:1:pos:R:3:forces:R:3 method="wB97M-V/def2-TZVPD" gap_ev="6.13 / 4.97" spin_multiplicity=2 homo_ev="-13.743 / -13.419" total_charge=+2 lumo_energy_ev="-7.62 / -8.45"
Pt 0.3632 0.3040 0.4789 -1.0379 2.0476 0.6465
C 3.6669 1.3972 -0.3114 0.0811 -0.1826 -0.0495
C 2.5952 1.5321 -1.3367 -0.2988 -0.0005 -0.0328
C 2.9821 2.1135 -2.5478 0.0523 -0.0148 -0.0094
C 2.1206 2.2060 -3.6072 0.0685 0.0629 -0.1064
C 0.8536 1.6659 -3.4648 -0.0964 -0.0269 -0.0517
C 0.4947 1.0914 -2.2727 0.0385 -0.0364 -0.0839
N 1.3292 1.0633 -1.1782 0.6000 0.8084 -0.3649
C -0.7958 0.3982 -2.1446 0.0190 0.0733 0.0505
C -1.7583 0.2160 -3.1230 -0.0020 0.0361 0.0364
C -2.9119 -0.4774 -2.7875 -0.0615 -0.0229 0.0012
C -3.0956 -0.9832 -1.5076 -0.0486 0.0284 -0.0634
C -2.0986 -0.7784 -0.5709 -0.0668 0.0255 0.0649
N -1.0055 -0.1118 -0.9317 0.2565 -0.4526 -0.0431
C -2.0857 -1.2068 0.8342 -0.0211 -0.0466 -0.0050
C -3.0977 -1.9870 1.3314 -0.0377 0.0070 -0.0450
C -3.0287 -2.4416 2.6397 -0.0625 -0.0651 0.0544
C -1.9300 -2.1030 3.3823 -0.0263 0.0122 0.0446
C -0.9087 -1.3105 2.8501 -0.1374 0.1092 -0.1604
C 0.2693 -1.0739 3.7263 0.0245 -0.2173 -0.0465
N -0.9977 -0.8343 1.5860 -0.1317 -0.2697 0.7749
H 4.3629 2.2299 -0.3924 -0.0124 -0.0087 -0.0143
H 3.3016 1.3514 0.6969 0.0478 -0.0400 0.0727
H 4.2289 0.4788 -0.5044 -0.0057 -0.0020 -0.0846
H 3.9966 2.4778 -2.6311 -0.0151 0.0022 0.0283
H 2.4270 2.6581 -4.5410 -0.0019 0.0186 0.0247
H 0.1562 1.6871 -4.2887 0.0048 -0.0329 0.0186
H -1.6244 0.6031 -4.1213 -0.0117 -0.0007 0.0029
H -3.6846 -0.6163 -3.5320 0.0199 -0.0291 0.0036
H -4.0027 -1.5112 -1.2553 0.0100 0.0046 -0.0120
H -3.9329 -2.2595 0.7043 0.0161 0.0192 -0.0139
H -3.8135 -3.0617 3.0517 0.0088 0.0091 0.0006
H -1.8191 -2.4539 4.3990 0.0102 0.0105 -0.0115
H -0.0591 -0.9510 4.7571 0.0152 -0.0178 -0.0047
H 0.9306 -1.9441 3.6909 -0.0304 -0.0335 -0.0210
H 0.8390 -0.2084 3.4377 0.0198 -0.0113 0.0957
Se -1.4701 2.4030 0.6818 0.0927 -0.6542 -0.6786
Te -1.5778 3.5748 2.7805 0.3930 0.1867 0.2591
Te 1.1080 3.8708 2.8749 -0.4053 0.5602 0.0098
Se 1.6932 1.5789 2.3652 0.0646 -1.1293 -0.2851
Cl 3.2808 -1.7159 1.6347 -0.2470 0.0672 -0.1663
Ge 1.6542 -1.6702 0.2209 1.0975 -0.2855 0.7261
Cl 0.5081 -3.4015 0.6182 -0.1953 -0.3285 -0.1452
Cl 2.5368 -1.7996 -1.6924 0.0129 -0.1800 -0.4164


[2]
28
Properties=species:S:1:pos:R:3:forces:R:3 method="wB97M-V/def2-TZVPD" gap_ev=2.66 homo_ev=-3.933 total_charge=-1 lumo_energy_ev=-1.28
Zr -0.0590 0.0631 0.0264 -1.2722 0.2101 -0.2261
B -2.6776 1.0000 1.9101 0.0736 -0.7297 -0.6917
H -2.1136 1.6828 1.2937 2.6637 3.2966 -2.9870
H -3.2796 0.3792 1.2647 -2.5190 -2.3256 -2.5132
H -1.9659 0.3449 2.3881 3.3330 -3.0521 2.2380
H -3.2606 1.5123 2.6597 -1.9287 2.0928 2.7626
O 1.5016 -2.5158 1.6612 -0.7195 -1.8193 -0.2232
C 1.1715 -3.9214 1.7721 -0.8890 2.2783 -0.8393
C -0.1118 -4.3755 0.9550 -0.1275 3.1238 -1.4059
O -0.7470 -3.2714 0.2336 0.9992 -1.2710 1.3049
H 1.0591 -4.1766 2.8258 -0.3382 0.1952 0.5295
H 1.9797 -4.5979 1.4941 0.5806 0.1297 -0.5547
H -0.8436 -4.9228 1.5491 -0.4507 0.4113 0.7074
H 0.1086 -5.1609 0.2321 0.6268 -0.0800 -0.5041
O 0.9891 2.9447 -1.4205 -1.2416 -0.0734 -0.8722
C 0.3577 3.6377 -2.5003 1.8346 -1.3848 2.2532
C -0.7531 2.8807 -3.2939 -0.3951 -2.1353 2.5237
O -1.3276 1.7109 -2.6268 1.4770 1.8085 -0.5507
H 1.1514 4.0079 -3.1492 0.3467 -0.3978 -0.8043
H 0.0441 4.6139 -2.1304 -1.0650 0.1282 0.5689
H -0.2049 2.5681 -4.1827 -0.2425 -0.2510 -0.4512
H -1.5103 3.6344 -3.5101 -0.4063 -0.2330 -0.4197
O 1.1863 1.9222 3.2567 -0.0088 -0.0837 -0.3148
H 1.9248 2.5309 3.2370 0.1720 0.1874 -0.0943
H 1.1094 1.6678 4.1763 -0.1695 -0.1932 0.1820
O 1.9557 -1.1003 -2.4780 -0.2907 0.3089 0.2906
H 2.8594 -1.4029 -2.5674 0.2414 -0.0178 0.1913
H 1.4563 -1.6559 -3.0764 -0.2840 -0.1230 -0.0997